(1)
9
Properties=species:S:1:pos:R:3 method="wB97M-V/def2-TZVPD" multiplicity=1 homo_lumo_gap_ev=10.1 charge=0 smiles="O=CO.C=O" total_energy_ev=-8279.968
O -1.047 0.115 1.201
C -2.062 0.814 0.999
H -2.263 1.230 -0.042
H -2.880 0.807 1.782
O 2.739 -0.850 -0.167
C 1.968 -0.540 -1.059
O 0.679 -0.660 -0.862
H 2.435 -0.313 -1.960
H 0.431 -0.604 0.107

---

(2)
9
Properties=species:S:1:pos:R:3 method="wB97M-V/def2-TZVPD" multiplicity=1 homo_lumo_gap_ev=11.7 charge=0 smiles=OO[C@H]1CO1 total_energy_ev=-8276.205
C -0.942 -0.657 0.716
C -0.164 0.260 -0.299
O -0.152 0.436 1.087
O 1.878 0.672 -1.118
O 0.866 -0.336 -0.931
H -2.088 -0.721 0.783
H -0.507 -1.692 0.878
H -0.948 1.016 -0.855
H 2.056 1.022 -0.261

---

(3)
10
Properties=species:S:1:pos:R:3 method="wB97M-V/def2-TZVPD" multiplicity=1 homo_lumo_gap_ev=8.7 charge=-1 total_energy_ev=-17571.712
C 0.815 -0.834 1.066
C 1.092 -1.133 -0.229
O -0.761 2.555 -0.267
O -3.013 1.688 -0.309
O 0.673 -0.327 -1.218
P -1.554 1.385 -0.603
H 1.007 -1.600 1.799
H 0.401 0.105 1.285
H 1.557 -1.992 -0.590
H -0.215 0.152 -0.935

---

(4)
10
Properties=species:S:1:pos:R:3 method="wB97M-V/def2-TZVPD" multiplicity=1 homo_lumo_gap_ev="7.9 / 7.9" charge=-1 total_energy_ev=-17569.307
C -0.236 -0.053 0.184
C 0.959 0.712 0.725
O -1.622 -1.949 -1.393
O -0.149 -0.172 -2.497
O -1.402 0.473 -0.149
P -0.721 -0.802 -1.335
H -0.458 -0.939 1.992
H 1.458 0.041 1.256
H 0.764 1.530 1.362
H 1.408 1.158 -0.145

---

(5)
10
Properties=species:S:1:pos:R:3 method="wB97M-V/def2-TZVPD" multiplicity=1 homo_lumo_gap_ev=7.0 charge=-1 total_energy_ev=-17569.275
C -0.028 0.060 0.390
C 1.321 0.071 0.522
O -0.664 1.269 0.743
O -0.841 -0.896 0.329
O -0.571 0.771 -2.379
P -0.126 -0.541 -1.965
H 1.800 -0.892 0.571
H 1.903 0.950 0.580
H -1.632 1.304 0.369
H 1.477 -0.577 -1.900

---

(6)
10
Properties=species:S:1:pos:R:3 method="wB97M-V/def2-TZVPD" multiplicity=1 homo_lumo_gap_ev="8.7 / 6.1" charge=0 total_energy_ev=-19112.291
C -0.192 -1.476 -0.716
C 0.257 0.569 0.406
O 0.018 -0.998 -4.337
O -0.171 -0.956 -1.937
O -0.102 -0.816 0.435
S -0.285 -1.887 -3.237
H -0.535 -2.496 -0.500
H 1.091 0.723 -0.422
H 0.694 0.915 1.297
H -0.649 1.250 0.391

---

(7)
10
Properties=species:S:1:pos:R:3 method="wB97M-V/def2-TZVPD" multiplicity=1 homo_lumo_gap_ev=11.3 charge=0 smiles="O=S1(=O)C[C@H]1O" total_energy_ev=-19112.808
C 0.498 0.773 0.590
C 0.464 -0.078 -0.670
O -1.633 -1.093 0.703
O -2.027 1.058 -0.429
O 1.089 -1.497 -0.309
S -1.120 0.097 0.084
H 1.240 0.757 1.312
H 0.326 1.745 0.282
H 0.764 0.132 -1.695
H 0.399 -1.893 0.132

---

(8)
11
Properties=species:S:1:pos:R:3 method="wB97M-V/def2-TZVPD" multiplicity=1 homo_lumo_gap_ev=10.3 charge=0 total_energy_ev=-29948.723
O 1.896 0.162 1.282
O -2.018 0.321 -1.013
O -0.121 -1.056 -1.922
S 0.474 0.601 1.261
C -0.400 -0.872 0.905
C 0.442 1.017 -0.491
S -0.655 -0.259 -0.813
H 0.218 -1.768 0.962
H -1.248 -1.048 1.430
H -0.035 1.975 -0.726
H 1.446 0.928 -0.874

---

Looking at energy relative to the best compared isomer or geometry (same formula, charge and spin) for the records above, in order, we have 153.5; 516.6; 146.8; 378.8; 381.9; 340.7; 290.9; 260.4 kJ/mol.